DFT (the ωB97M-V functional and the def2-TZVPD basis) results for C28H35IrN7O2Si as an isolated structure at a distorted geometry.

Geometry (Å):
1 N -0.1726 -1.7228 -0.6653
2 C 1.6149 0.2338 3.3878
3 C 2.1428 1.5180 -3.5977
4 C -3.3887 0.4530 -1.0933
5 H 3.6971 0.5252 2.1161
6 H 0.1322 -7.3148 -1.0515
7 H -1.0004 3.2315 2.8659
8 C 2.1260 0.3980 6.1161
9 C -2.8834 3.1524 -0.5999
10 C 2.9326 0.4308 3.8484
11 C -1.3996 -5.8027 -0.9170
12 H -5.3944 1.0480 -1.5080
13 C 1.3462 -4.8032 -1.1243
14 C 1.3050 1.7343 -4.6791
15 O 0.0587 -0.0581 1.6336
16 N 1.7327 0.4877 -0.1596
17 C 0.7287 -5.6225 -2.2497
18 C -4.1323 2.7270 -0.9843
19 H 0.6537 4.9564 -1.3841
20 N 2.2660 0.3448 1.0669
21 C 0.0532 5.1594 -0.4932
22 H -2.6747 4.1934 -0.4131
23 H 1.9851 2.8955 2.1054
24 C -4.4027 1.3750 -1.2294
25 O 4.0011 0.5516 3.0476
26 H 0.4996 6.0182 0.0153
27 H 2.2160 4.5171 1.4576
28 Ir -0.2002 0.2932 -0.3906
29 H -0.8053 -7.1184 -2.5258
30 N 0.2800 0.7720 -2.3062
31 C 3.1666 0.5142 5.2230
32 H -0.4309 -0.0211 3.9465
33 C -0.7477 -5.0056 0.2036
34 H 2.0548 -4.0615 -1.4876
35 H -0.9394 5.4611 -0.8274
36 C 0.5726 0.1215 4.3233
37 C 1.2743 0.1707 1.9695
38 H -4.9259 3.4541 -1.1010
39 H 1.7078 2.0999 -5.6139
40 H 0.0048 0.1051 6.3819
41 H -1.4592 -4.4062 0.7679
42 H 3.4889 0.8428 -1.2046
43 C 1.6107 1.0265 -2.4180
44 H -1.9799 4.3711 1.9413
45 H -1.9228 -5.1130 -1.5866
46 H 4.1829 0.6749 5.5563
47 C -0.9554 4.0917 2.1933
48 C 0.8151 0.1980 5.6727
49 C -0.3390 -6.5740 -1.7049
50 C -0.0469 1.4588 -4.5564
51 H -2.6290 -1.5374 -1.2939
52 H -4.2332 -1.4355 -0.5598
53 Si 0.0791 3.7089 0.6904
54 H -0.5129 4.9254 2.7444
55 C 1.8549 3.5142 1.2160
56 N 0.2870 -4.1175 -0.3611
57 H -2.1451 -6.4778 -0.4949
58 N -2.1658 0.8775 -0.7336
59 H 2.4996 3.1192 0.4278
60 H 3.2024 1.7240 -3.6569
61 H -0.2355 -5.6732 0.8999
62 H 0.2776 -4.9451 -2.9811
63 H -4.0555 -1.1936 -2.2929
64 H 1.5183 -6.1760 -2.7601
65 C -0.5253 0.9789 -3.3509
66 H -1.5694 0.7457 -3.2046
67 C -1.8765 2.1811 -0.4612
68 N -0.5643 2.2640 -0.0961
69 H 2.3297 0.4688 7.1769
70 C 2.4095 0.7680 -1.2195
71 H 1.8667 -5.4544 -0.4186
72 C 0.0513 -2.8494 -0.5324
73 C -3.5822 -1.0145 -1.3274
74 H -0.7305 1.6155 -5.3778

Properties
Energy relative to the best compared isomer or geometry (same formula, charge and spin) in kJ/mol: 0.00
Charge: +1
E in Ha: -2015.4993